No. 1
{
  "formula": "AgAlH3INO3P",
  "method": "the ωB97M-V functional and the def2-TZVPD basis",
  "elements": ["O", "N", "O", "Al", "P", "O", "I", "H", "H", "H", "Ag"],
  "xyz": [[-2.740, 0.319, 0.911], [-1.828, 0.616, 0.123], [-1.264, -0.424, -0.346], [0.351, -0.030, -1.262], [2.083, -0.871, 0.104], [1.439, -0.629, 1.677], [4.031, 0.625, -0.017], [0.508, 1.508, -1.623], [0.324, -0.918, -2.589], [1.806, -1.292, 2.249], [-4.711, 1.097, 0.774]],
  "atomic_forces_ev_per_a": [[-0.4177, -0.3079, 0.2679], [0.5009, -0.8434, -0.6102], [-0.3125, 1.0869, 0.6347], [0.7187, 0.5609, -1.0613], [-0.1538, -0.9565, 1.2685], [-0.0576, 0.5845, -1.3247], [-0.1878, 0.2561, -0.0584], [-0.3370, 0.1338, 0.2381], [-0.1682, -0.2014, 0.2047], [0.3518, -0.4553, 0.4265], [0.0632, 0.1423, 0.0143]],
  "largest_force_ev_per_a": 1.6,
  "e_lumo_ev": -3.287,
  "total_charge": 0
}

---

No. 2
{
  "formula": "AgH18O9",
  "method": "the ωB97M-V functional and the def2-TZVPD basis",
  "elements": ["Ag", "O", "H", "H", "O", "H", "H", "O", "H", "H", "O", "H", "H", "O", "H", "H", "O", "H", "H", "O", "H", "H", "O", "H", "H", "O", "H", "H"],
  "xyz": [[-0.292, -0.177, 0.129], [1.879, 2.432, -1.087], [1.334, 2.634, -1.821], [1.304, 2.063, -0.384], [-2.531, 0.308, -1.036], [-2.867, 1.196, -0.952], [-3.025, -0.344, -0.538], [0.678, -1.952, 1.907], [1.411, -2.503, 2.081], [0.061, -2.522, 1.337], [1.842, 0.779, 1.129], [1.945, 1.030, 2.033], [2.723, 0.936, 0.707], [-1.196, -2.437, -0.739], [-0.492, -2.482, -1.381], [-2.044, -2.139, -1.131], [1.618, -1.699, -0.763], [1.869, -1.949, 0.113], [2.340, -1.843, -1.362], [0.368, 0.227, -2.071], [0.389, 0.957, -2.740], [1.084, -0.346, -2.242], [-1.924, 0.058, 1.986], [-2.095, -0.313, 2.832], [-1.581, 0.932, 2.164], [-0.779, 2.149, 0.344], [-1.677, 2.274, 0.556], [-0.344, 2.731, 0.931]],
  "atomic_forces_ev_per_a": [[0.1345, -0.4328, 0.1831], [0.7551, -0.3287, 1.7111], [-0.8287, 0.4129, -0.8740], [0.4231, 0.2698, -0.9196], [0.8516, -0.5151, -0.6457], [-0.7154, -0.0281, 0.1731], [-0.6446, 0.6008, 0.3867], [-2.5923, -0.2672, -1.7139], [1.3496, -1.1376, 0.6561], [1.0625, 1.0083, 1.2576], [1.0526, 0.0431, -1.2473], [0.1808, 0.1833, 1.0426], [-1.0245, -0.1238, 0.4040], [-1.1146, 0.1704, 0.9032], [0.0215, 0.1199, -0.6711], [1.1969, -0.4848, -0.1971], [-0.7295, 0.0639, -0.9307], [0.4309, -0.1428, 0.8603], [0.7850, -0.3318, -0.1381], [-1.4791, 1.9281, -1.2854], [-0.0264, -1.1776, 0.8414], [1.2984, -0.6901, -0.3725], [-0.0902, 0.3930, -1.0377], [-0.2303, -0.7363, 1.2131], [0.1140, 0.2494, 0.1915], [0.6308, -0.5207, -0.8543], [-1.9772, 0.2337, 0.1129], [1.1654, 1.2407, 0.9504]],
  "largest_force_ev_per_a": 3.1,
  "e_lumo_ev": -3.186,
  "total_charge": 1,
  "de_lowest_kj_mol": 32.1
}

---

| no. | gap between HOMO and LUMO (eV) | total energy (eV) |
| --- | --- | --- |
| 1 | 3.60 | -35663.3324 |
| 2 | 9.68 | -22712.8054 |